[1]
Entry from OMol25: a molecular structure, C16H19BN6Ru at a distorted geometry (ωB97M-V/def2-TZVPD).

The geometry in XYZ format:
```
43
Properties=species:S:1:pos:R:3
H -2.598 -2.645 0.853
N -0.593 -2.372 0.122
B 2.075 -2.722 -0.100
N 0.591 -3.154 0.271
C 0.179 -4.392 0.597
Ru -1.213 -1.595 -1.612
H 0.797 -5.268 0.457
C -1.167 -4.367 0.941
H -1.781 -5.180 1.241
C -1.623 -3.073 0.705
H 2.695 -3.741 -0.290
C 0.771 4.011 0.548
H 0.268 4.325 -0.370
H 0.373 3.044 0.866
H 1.839 3.895 0.350
N 2.994 -1.878 1.020
N 1.810 -2.081 -1.528
N 2.319 -0.729 1.466
N 0.743 -1.189 -1.835
C 4.213 -1.901 1.661
C 2.364 -2.430 -2.708
H 4.916 -2.695 1.589
H 2.972 -3.313 -2.827
C 4.361 -0.721 2.412
C 1.866 -1.615 -3.729
C 3.126 -0.019 2.223
C 0.889 -0.803 -3.149
H 5.168 -0.353 3.016
H 2.078 -1.655 -4.764
H 2.774 0.937 2.591
H 0.258 -0.054 -3.590
H 0.637 4.718 1.308
C -4.862 1.164 -2.373
C -4.397 0.006 -3.005
C -3.252 -0.659 -2.531
C -2.565 -0.161 -1.409
C -3.005 1.013 -0.763
C -4.176 1.632 -1.250
H -5.743 1.681 -2.788
H -4.888 -0.386 -3.891
H -2.877 -1.550 -3.070
H -2.462 1.452 0.073
H -4.574 2.522 -0.780
```

Its multiplicity is 5. The calculation puts the molecular weight at 407.3 g mol⁻¹. The HOMO energy (alpha / beta) is -14.402 / -15.465 eV. The total charge is +2. Its LUMO energy (alpha / beta) is -7.36 / -9.98 eV.

Atom charges from the Mulliken analysis, given in e for atoms 1 to 5: atom 1 (H): 0.60, atom 2 (N): -0.65, atom 3 (B): 0.16, atom 4 (N): 0.19, atom 5 (C): -0.14

---

[2]
Entry from OMol25: a single C17H26N2O4S molecule (ωB97M-V/def2-TZVPD).

The geometry in XYZ format:
```
50
Properties=species:S:1:pos:R:3
C -5.590 3.576 -0.731
O -4.784 3.284 0.385
C -3.438 3.209 0.215
C -2.773 3.391 -0.993
C -1.394 3.285 -1.045
C -0.652 3.004 0.093
C 0.838 2.804 0.000
N 1.143 1.403 -0.228
C 1.292 0.885 -1.462
O 1.378 1.546 -2.475
C 1.405 -0.643 -1.466
N 0.704 -1.240 -0.347
C 1.415 -2.200 0.495
C 1.938 -3.408 -0.285
C 2.567 -4.416 0.673
C 3.695 -3.761 1.465
C 3.173 -2.553 2.235
C 2.543 -1.536 1.286
S -0.831 -1.779 -0.800
C -1.730 -0.228 -1.023
O -0.787 -2.462 -2.062
O -1.397 -2.470 0.319
C -1.322 2.820 1.298
C -2.695 2.923 1.363
H -6.614 3.589 -0.359
H -5.497 2.810 -1.507
H -5.348 4.556 -1.155
H -3.315 3.615 -1.898
H -0.885 3.419 -1.988
H 1.246 3.355 -0.850
H 1.336 3.123 0.919
H 0.945 0.744 0.511
H 1.004 -1.022 -2.413
H 2.468 -0.891 -1.436
H 0.651 -2.547 1.197
H 2.685 -3.088 -1.015
H 1.106 -3.860 -0.828
H 2.952 -5.268 0.110
H 1.804 -4.784 1.361
H 4.129 -4.482 2.161
H 4.484 -3.442 0.780
H 3.988 -2.081 2.788
H 2.423 -2.882 2.957
H 2.148 -0.692 1.856
H 3.307 -1.155 0.605
H -1.250 0.357 -1.795
H -2.736 -0.493 -1.323
H -1.743 0.297 -0.078
H -0.762 2.601 2.196
H -3.223 2.787 2.293
```

Its multiplicity is 1. The calculation puts the molecular weight at 354.5 g mol⁻¹. The HOMO energy is -8.708 eV. As for the structure (SMILES): COc1ccc(CNC(=O)CN(C2CCCCC2)S(C)(=O)=O)cc1. The total charge is 0. Its LUMO energy is 0.60 eV.

Atom charges from the Mulliken analysis, given in e for atoms 1 to 5: atom 1 (C): -0.85, atom 2 (O): -0.46, atom 3 (C): 0.92, atom 4 (C): -0.46, atom 5 (C): -0.54

---

[3]
Entry from OMol25: a molecular structure, C23H54N2O7PS2SiTi at a distorted geometry (ωB97M-V/def2-TZVPD).

The geometry in XYZ format:
```
91
Properties=species:S:1:pos:R:3
Ti 1.047 1.852 1.047
C -4.112 -2.046 -1.329
C -3.230 -1.515 -0.211
C -3.894 -1.698 1.148
C -2.836 -0.060 -0.459
O -2.004 -2.298 -0.165
Si -0.905 -2.745 -1.196
S 1.038 0.132 -0.248
O 0.160 -3.796 -0.753
C 0.353 -4.777 0.320
C 0.323 -4.035 1.649
C -0.768 -5.796 0.212
C 1.713 -5.403 0.049
O -0.870 -2.064 -2.600
C -0.059 -2.175 -3.818
C -0.730 -1.256 -4.829
C 1.348 -1.711 -3.470
C -0.082 -3.622 -4.278
H -5.034 -1.476 -1.389
H -4.366 -3.086 -1.145
H -3.597 -1.972 -2.284
H -4.836 -1.158 1.170
H -3.255 -1.331 1.946
H -4.104 -2.748 1.329
H -3.706 0.580 -0.349
H -2.447 0.040 -1.470
H -2.064 0.246 0.258
H -0.652 -3.579 1.803
H 1.092 -3.264 1.663
H 0.512 -4.735 2.456
H -1.732 -5.315 0.364
H -0.647 -6.567 0.966
H -0.756 -6.271 -0.765
H 2.497 -4.653 0.099
H 1.732 -5.867 -0.933
H 1.914 -6.171 0.790
H -0.698 -0.222 -4.492
H -1.766 -1.548 -4.980
H -0.215 -1.330 -5.782
H 1.321 -0.706 -3.054
H 1.967 -1.709 -4.362
H 1.791 -2.379 -2.736
H -1.106 -3.957 -4.420
H 0.406 -4.258 -3.544
H 0.441 -3.722 -5.224
C -0.122 1.523 5.673
O 1.078 1.059 5.030
P 1.612 1.339 3.588
O 0.214 0.972 2.577
C -0.357 -0.334 2.780
O 1.247 2.930 3.278
C 1.819 3.929 4.146
H -0.545 0.667 6.198
H -0.837 1.919 4.950
H 0.138 2.291 6.398
H 0.212 -0.897 3.528
H -0.353 -0.890 1.835
H -1.382 -0.205 3.138
H 2.519 3.480 4.853
H 1.014 4.415 4.699
H 2.348 4.662 3.538
C 4.074 1.739 -1.089
S 4.302 1.903 0.696
C 4.419 0.136 1.072
O 2.841 2.239 1.121
H 3.164 1.149 -1.256
H 4.935 1.244 -1.526
H 3.997 2.736 -1.523
H 4.320 -0.006 2.147
H 5.403 -0.213 0.767
H 3.635 -0.408 0.540
C 1.124 4.272 -0.431
C 0.344 5.424 -1.141
N -1.046 5.064 -1.239
C -1.207 3.890 -2.060
C -0.419 2.718 -1.416
N 0.185 3.165 -0.136
C -0.881 3.664 0.763
C -1.618 4.853 0.062
H 1.575 4.628 0.507
H 1.911 3.881 -1.090
H 0.732 5.592 -2.148
H 0.431 6.361 -0.588
H -0.844 4.106 -3.064
H -2.269 3.659 -2.136
H 0.393 2.380 -2.069
H -1.072 1.866 -1.209
H -0.429 4.014 1.702
H -1.585 2.839 0.966
H -1.519 5.771 0.643
H -2.681 4.642 -0.055
```

Its multiplicity is 1. The calculation puts the molecular weight at 641.8 g mol⁻¹. The HOMO energy is -16.294 eV. The total charge is +3. Its LUMO energy is -9.08 eV.

Atom charges from the Mulliken analysis, given in e for atoms 1 to 5: atom 1 (Ti): 0.87, atom 2 (C): -1.79, atom 3 (C): 1.53, atom 4 (C): -1.54, atom 5 (C): -0.83

---

[4]
Entry from OMol25: a molecular structure, C2H6B2BrNO3PSYb at a distorted geometry (ωB97M-V/def2-TZVPD).

The geometry in XYZ format:
```
18
Properties=species:S:1:pos:R:3
C 1.930 0.129 0.729
B 0.874 0.663 -0.302
O 1.351 1.672 -1.174
B -0.761 0.120 -0.480
S -1.640 1.434 -1.519
O -0.854 -1.186 -1.392
C -0.743 -2.313 -0.747
N -0.429 -3.293 -0.212
P -1.816 -0.049 1.143
O -1.805 1.511 1.648
Br -0.649 -1.126 2.728
H 2.911 0.188 0.270
H 1.767 -0.882 1.059
H 1.979 0.789 1.582
H 2.072 1.294 -1.669
H -2.899 1.346 -1.056
H -1.666 1.516 2.595
Yb 0.378 -1.812 -3.203
```

Its multiplicity is 1. The calculation puts the molecular weight at 429.7 g mol⁻¹. The HOMO energy is -10.372 eV. The total charge is +1. Its LUMO energy is -7.15 eV.

Atom charges from the Mulliken analysis, given in e for atoms 1 to 5: atom 1 (C): -0.99, atom 2 (B): 0.17, atom 3 (O): -0.50, atom 4 (B): 0.32, atom 5 (S): -0.32

---

[5]
Entry from OMol25: a molecular structure, C45H45BN5O2S4V at a distorted geometry (ωB97M-V/def2-TZVPD).

The geometry in XYZ format:
```
103
Properties=species:S:1:pos:R:3
V 0.668 -0.715 -2.100
N 0.376 0.982 -1.881
S 0.272 2.053 -0.822
N -0.102 1.524 0.653
S 0.872 0.947 1.731
N 1.778 -0.273 1.363
S 1.290 -1.694 0.787
N 0.951 -1.703 -0.681
C -0.090 -2.321 1.671
C 0.111 -3.159 2.762
C -1.007 -3.680 3.394
C -2.278 -3.363 2.931
C -2.451 -2.529 1.830
C -1.355 -2.000 1.180
C 2.648 -2.716 1.155
C 2.724 -3.900 0.427
C 3.750 -4.780 0.727
C 4.662 -4.472 1.734
C 4.566 -3.280 2.445
C 3.547 -2.383 2.164
C 2.022 2.091 2.402
C 1.456 3.211 3.013
C 2.301 4.105 3.642
C 3.675 3.870 3.656
C 4.213 2.751 3.031
C 3.384 1.838 2.396
C -0.202 0.662 3.086
C -1.552 0.969 3.004
C -2.330 0.752 4.130
C -1.756 0.245 5.290
C -0.394 -0.054 5.345
C 0.402 0.153 4.235
C 1.790 2.959 -0.798
C 2.938 2.308 -1.240
C 4.127 3.015 -1.275
C 4.154 4.348 -0.881
C 2.995 4.982 -0.445
C 1.796 4.292 -0.408
C -1.021 3.159 -1.144
C -1.515 3.169 -2.444
C -2.494 4.099 -2.752
C -2.947 4.984 -1.779
C -2.445 4.941 -0.479
C -1.470 4.022 -0.146
H 1.109 -3.417 3.099
H -0.879 -4.348 4.236
H -3.148 -3.781 3.424
H -3.450 -2.302 1.477
H -1.465 -1.373 0.306
H 1.993 -4.125 -0.343
H 3.835 -5.712 0.180
H 5.459 -5.170 1.966
H 5.284 -3.049 3.223
H 3.455 -1.448 2.703
H 0.380 3.365 3.013
H 1.888 4.976 4.139
H 4.331 4.563 4.171
H 5.284 2.579 3.050
H 3.782 0.953 1.912
H -1.973 1.371 2.089
H -3.388 0.985 4.104
H -2.372 0.088 6.168
H 0.047 -0.439 6.258
H 1.468 -0.056 4.265
H 2.896 1.285 -1.570
H 5.028 2.534 -1.633
H 5.083 4.904 -0.934
H 3.018 6.026 -0.157
H 0.885 4.798 -0.106
H -1.149 2.464 -3.178
H -2.901 4.135 -3.756
H -3.705 5.717 -2.033
H -2.817 5.625 0.275
H -1.080 3.965 0.866
S 2.662 -3.741 -4.460
C 1.304 -3.244 -5.375
C 0.735 -2.157 -4.820
N 1.380 -1.714 -3.666
C 2.434 -2.475 -3.390
H 0.998 -3.775 -6.267
H -0.136 -1.641 -5.187
H 3.104 -2.287 -2.565
C -3.310 -2.387 -4.688
C -3.193 -2.250 -3.183
C -3.885 -3.410 -2.497
O -1.753 -2.348 -2.869
B -1.324 -1.133 -2.437
O -2.309 -0.191 -2.307
C -3.602 -0.827 -2.629
C -4.382 -0.871 -1.330
C -4.305 0.067 -3.629
H -2.885 -3.346 -4.985
H -2.775 -1.592 -5.214
H -4.356 -2.368 -5.005
H -3.614 -4.343 -2.993
H -4.971 -3.303 -2.555
H -3.590 -3.486 -1.448
H -3.847 -1.449 -0.572
H -5.372 -1.307 -1.472
H -4.506 0.150 -0.963
H -3.677 0.265 -4.498
H -4.540 1.023 -3.152
H -5.239 -0.385 -3.968
```

Its multiplicity is 2. The calculation puts the molecular weight at 877.9 g mol⁻¹. The HOMO energy (alpha / beta) is -16.161 / -16.642 eV. The total charge is +3. Its LUMO energy (alpha / beta) is -7.71 / -7.53 eV.

Atom charges from the Mulliken analysis, given in e for atoms 1 to 5: atom 1 (V): 0.76, atom 2 (N): -0.54, atom 3 (S): 1.70, atom 4 (N): 0.49, atom 5 (S): 0.49

---

[6]
Entry from OMol25: a molecular structure, C5H10N2O2 at a distorted geometry (ωB97M-V/def2-TZVPD).

The geometry in XYZ format:
```
19
Properties=species:S:1:pos:R:3
C -0.712 -2.474 0.077
C -1.038 1.367 1.366
C 0.170 -0.128 -0.686
C 1.129 1.357 -0.382
C -0.341 0.470 0.409
N -0.240 -0.342 -1.959
N 2.247 0.920 0.328
O -0.981 -1.092 0.271
O 1.211 2.375 -1.059
H -0.935 -1.044 -2.174
H -0.029 0.436 -2.569
H 2.116 0.371 1.162
H 3.048 1.531 0.264
H -0.467 -2.913 1.046
H -1.622 -2.924 -0.323
H 0.083 -2.680 -0.643
H -0.572 2.350 1.352
H -2.103 1.433 1.130
H -0.964 0.991 2.392
```

Its multiplicity is 1. The calculation puts the molecular weight at 130.1 g mol⁻¹. The HOMO energy (alpha / beta) is -6.691 / -6.970 eV. The total charge is 0. Its LUMO energy (alpha / beta) is -0.25 / -0.12 eV.

Atom charges from the Mulliken analysis, given in e for atoms 1 to 5: atom 1 (C): -0.73, atom 2 (C): -1.16, atom 3 (C): 0.38, atom 4 (C): 0.48, atom 5 (C): 0.25

---

[7]
Entry from OMol25: 2 unconnected molecules or ions with the total composition C5H8NO2 at a distorted geometry (ωB97M-V/def2-TZVPD).

The geometry in XYZ format:
```
16
Properties=species:S:1:pos:R:3
C 1.467 -1.674 -0.405
C 0.052 0.016 -1.508
C -0.256 1.138 2.583
C -0.498 -0.536 -2.774
C -0.664 1.506 3.777
N 0.688 -0.767 -0.753
O -0.543 1.025 -1.011
O 0.199 0.929 1.504
H 0.880 -2.518 0.072
H 2.570 -1.770 -0.281
H -1.302 0.118 -3.269
H 0.049 -0.711 -3.720
H -0.974 -1.461 -2.666
H 0.142 2.040 4.458
H -0.114 1.438 -0.188
H -1.695 1.226 4.181
```

Its multiplicity is 3. The calculation puts the molecular weight at 114.1 g mol⁻¹. The HOMO energy (alpha / beta) is -9.700 / -15.456 eV. The total charge is +1. Its LUMO energy (alpha / beta) is -4.46 / -5.89 eV.

Atom charges from the Mulliken analysis, given in e for atoms 1 to 5: atom 1 (C): -0.17, atom 2 (C): 0.77, atom 3 (C): 0.60, atom 4 (C): -1.16, atom 5 (C): -0.65

---

[8]
Entry from OMol25: a molecular structure, C23H26AsF6InN4O3S at a distorted geometry (ωB97M-V/def2-TZVPD).

The geometry in XYZ format:
```
65
Properties=species:S:1:pos:R:3
In 13.574 9.314 8.948
C 17.919 10.631 8.155
C 16.409 10.266 7.948
O 15.783 10.001 9.034
C 15.798 10.584 6.714
C 14.475 11.062 6.445
C 14.175 11.912 5.263
N 13.500 10.770 7.364
N 12.433 11.491 7.347
C 11.553 11.255 8.427
O 11.980 10.600 9.489
C 10.130 11.611 8.271
C 9.474 11.649 7.025
C 8.149 11.960 6.961
C 7.474 12.126 8.170
C 8.010 11.800 9.397
C 9.385 11.623 9.401
H 18.408 9.816 7.603
H 18.201 10.480 9.176
H 18.228 11.598 7.810
H 16.485 10.990 5.987
H 15.070 12.364 4.785
H 13.626 12.737 5.523
H 13.583 11.330 4.527
H 10.131 11.580 6.180
H 7.739 11.909 5.946
H 6.407 12.264 8.151
H 7.382 11.852 10.256
H 9.757 11.559 10.426
N 14.575 7.157 9.484
C 15.179 7.196 10.785
C 16.013 6.240 11.332
C 16.665 6.272 12.603
C 16.364 7.342 13.356
C 15.442 8.315 12.949
C 15.078 9.436 13.764
C 14.352 10.477 13.215
C 13.776 10.359 11.971
N 14.088 9.370 11.185
C 14.909 8.310 11.621
H 15.164 6.720 8.750
H 13.692 6.655 9.475
H 16.241 5.362 10.666
H 17.329 5.505 13.024
H 16.887 7.523 14.260
H 15.533 9.694 14.732
H 14.134 11.440 13.779
H 13.026 11.093 11.616
C 9.881 6.118 8.980
S 10.384 7.841 8.863
C 9.954 8.284 10.544
O 11.916 7.801 9.027
H 8.736 6.155 8.996
H 10.382 5.646 9.868
H 10.167 5.629 8.090
H 8.881 8.367 10.634
H 10.403 9.282 10.589
H 10.378 7.485 11.162
F 11.507 8.737 6.251
As 12.548 7.497 5.713
F 11.515 7.014 4.406
F 11.691 6.401 6.755
F 13.711 6.332 5.288
F 13.429 8.709 4.844
F 13.673 8.034 7.096
```

Its multiplicity is 2. The calculation puts the molecular weight at 742.3 g mol⁻¹. The HOMO energy (alpha / beta) is -10.898 / -12.114 eV. The total charge is +1. Its LUMO energy (alpha / beta) is -3.33 / -4.81 eV.

Atom charges from the Mulliken analysis, given in e for atoms 1 to 5: atom 1 (In): 2.28, atom 2 (C): -1.50, atom 3 (C): 0.88, atom 4 (O): -0.62, atom 5 (C): -1.50

---

[9]
Entry from OMol25: a molecular structure, C26H22ClNO7RhS (ωB97M-V/def2-TZVPD).

The geometry in XYZ format:
```
59
Properties=species:S:1:pos:R:3
Rh 0.936 1.799 0.695
C 0.474 -4.802 2.383
O -0.563 -4.554 1.450
C -0.618 -3.317 0.893
C -1.684 -3.127 -0.023
C -1.807 -1.908 -0.612
C -0.929 -0.826 -0.355
C -1.094 0.430 -1.049
C -2.086 0.623 -2.170
O -0.411 1.434 -0.806
C 0.145 -1.021 0.558
O 1.070 -0.177 0.860
C 0.261 -2.311 1.174
H 0.348 -5.830 2.711
H 0.397 -4.130 3.241
H 1.456 -4.682 1.921
H -2.365 -3.940 -0.226
H -2.622 -1.771 -1.306
H -2.660 -0.252 -2.448
H -1.521 0.961 -3.039
H -2.762 1.427 -1.877
H 1.081 -2.424 1.868
O 4.500 2.956 2.698
S 3.450 3.438 1.811
N 2.153 2.714 1.827
C 2.076 0.953 -5.517
C 1.760 -0.054 -4.450
C 0.747 -0.987 -4.610
C 0.469 -1.903 -3.609
Cl -0.827 -3.061 -3.835
C 1.189 -1.902 -2.432
C 2.201 -0.968 -2.251
C 2.494 -0.054 -3.257
O 3.474 0.889 -3.202
C 4.299 0.984 -2.046
C 3.649 1.760 -0.901
O 4.411 2.364 -0.135
O 2.394 1.659 -0.860
H 1.370 0.872 -6.343
H 3.086 0.810 -5.905
H 2.037 1.968 -5.117
H 0.165 -0.997 -5.524
H 0.949 -2.603 -1.643
H 2.709 -0.934 -1.299
H 5.216 1.487 -2.343
H 4.552 -0.016 -1.685
C -0.512 1.985 1.987
C -1.438 2.072 2.763
C -2.536 2.165 3.681
C -3.564 1.217 3.673
C -4.623 1.307 4.563
C -4.681 2.346 5.484
C -3.667 3.294 5.502
C -2.607 3.206 4.613
H -3.515 0.407 2.956
H -5.407 0.561 4.538
H -5.506 2.413 6.182
H -3.700 4.109 6.214
H -1.813 3.941 4.627
```

Its multiplicity is 1. The calculation puts the molecular weight at 630.9 g mol⁻¹. The HOMO energy is -5.290 eV. The total charge is -1. Its LUMO energy is 2.24 eV.

Atom charges from the Mulliken analysis, given in e for atoms 1 to 5: atom 1 (Rh): 0.52, atom 2 (C): -0.83, atom 3 (O): -0.46, atom 4 (C): 0.98, atom 5 (C): -1.04